Record 1
A molecular structure, C54H55FN8NbO18 at a distorted geometry. Source: the OMol25 dataset; level of theory: wB97M-V/def2-TZVPD.

Results
- energy relative to the best compared isomer or geometry (same formula, charge and spin) (kcal per mole) = 0.0
- DFT total energy (eV) = -109907.087
- E_LUMO (eV) = 0.55
- total charge = -1

Last column: Mulliken charge in e.
Atoms and positions in Å:
Nb -0.36066 -4.76592 -1.60130  -0.99
F 0.74824 0.14717 -2.67562  -0.31
O -4.98813 4.62073 -2.56184  -0.62
O -9.92404 1.12772 1.12084  -0.62
O 0.26348 -3.94114 -5.57678  -0.49
O 9.25833 -0.33716 -9.93048  -0.62
O 1.19667 2.68665 9.41949  -0.64
O 4.36998 -5.19328 -3.68210  -0.59
O 2.25453 2.83231 -0.45890  -0.56
O -2.91378 -1.35082 0.57776  -0.59
O -10.23932 -0.62396 -0.08188  -0.61
O -0.33837 8.90524 13.86040  -0.61
O -1.66666 -5.09202 -5.29593  -0.46
O 2.67155 1.62579 8.27890  -0.60
O 1.30885 7.53946 14.04607  -0.61
O 7.86367 -1.92822 -9.55764  -0.61
O 2.19984 2.68545 1.68135  -0.64
O -3.10128 -3.39583 1.22420  -0.55
O -4.91480 4.80752 -4.69941  -0.62
O 6.26174 -5.01211 -4.68651  -0.66
N 5.08214 -4.73748 -4.54423  1.02
N -4.40905 4.55034 -3.62576  1.02
N 1.67423 2.30686 8.36682  1.00
N 2.76044 2.57449 0.60904  1.06
N -3.54282 -2.37469 0.75894  1.05
N 0.25458 7.88989 13.56076  1.01
N 8.81826 -1.24396 -9.25563  1.03
N -10.37167 0.01727 0.93895  1.05
C 10.70617 -2.04319 -5.57090  -0.45
C 4.48234 -3.77361 -5.48345  -0.35
C 4.74036 1.74801 1.80997  -0.49
C 0.95743 -1.77507 -1.21717  -0.46
C -1.54196 7.41324 11.95345  -0.43
C -1.08123 3.40546 -2.40470  -0.24
C 3.15111 -3.43322 -5.33934  0.32
C -0.29139 5.02268 11.24097  -0.24
C -11.61407 -1.88848 1.87081  -0.32
C -2.99818 4.13045 -3.61425  0.11
C 0.28758 5.84238 12.19770  -0.43
C 9.64060 -2.83099 -5.98554  -0.48
C -11.31205 0.10900 3.20780  -0.43
C 1.00055 2.70640 7.12170  0.07
C 9.02423 -2.57637 -7.20011  -0.33
C 4.79422 1.93420 -0.60599  -0.22
C 9.48818 -1.53119 -7.97501  0.08
C -2.11269 6.58679 10.99953  -0.46
C -0.98587 3.67327 -4.79571  -0.57
C 0.94707 -2.98248 -2.17765  -0.46
C 5.28262 -3.24757 -6.48113  -0.57
C 1.50582 2.25593 5.91576  -0.46
C 2.60657 -2.52820 -6.23911  -0.45
C -5.71039 -3.51646 0.56988  -0.39
C -6.85726 -1.22216 -0.51750  -0.47
C -0.35116 7.02071 12.53576  0.15
C -12.02560 -0.48162 4.23828  -0.38
C 1.63318 -0.54395 -1.80441  0.32
C -5.51419 -1.22143 -0.17145  -0.37
C -0.72802 3.91540 6.02274  -0.37
C 0.34733 -6.18424 -4.62683  -0.38
C -2.31325 4.06939 -4.81348  -0.34
C -7.05129 -3.50611 0.21879  -0.46
C -4.96816 -2.36879 0.37110  0.01
C -7.62598 -2.36207 -0.32124  -0.46
C -12.53179 -1.76626 4.08969  -0.44
C -0.23556 3.47914 4.79940  -0.59
C 11.16160 -1.00208 -6.37052  -0.38
C 3.39210 -1.98669 -7.24775  -0.78
C -1.49108 5.39530 10.64793  -0.51
C -0.36932 3.34519 -3.59520  -0.33
C 0.66606 -6.13358 -3.10560  -0.99
C 4.14551 2.07544 0.60620  0.10
C 6.08971 1.44323 -0.60725  -0.54
C -12.32409 -2.46845 2.90981  -0.45
C -11.12368 -0.60788 2.04163  0.21
C 6.03580 1.25790 1.79441  -0.45
C -2.40765 3.80486 -2.40683  -0.53
C -0.31798 -4.96144 -5.20014  0.49
C 4.73130 -2.34336 -7.37118  -0.06
C -0.10849 3.52785 7.19924  -0.23
C 0.87698 2.64955 4.74529  -0.28
C 6.70819 1.10431 0.58890  -0.46
C 10.55142 -0.73775 -7.58609  -0.41
H 5.34310 -1.92567 -8.16029  0.40
H -0.59560 3.14183 -1.47532  0.43
H -10.90694 1.10474 3.30454  0.45
H 4.20024 1.87103 2.73617  0.53
H 1.21857 5.57211 12.67230  0.45
H 0.51871 -7.15633 -2.72169  0.50
H -3.04539 6.87301 10.53320  0.38
H 2.49779 -0.84696 -2.41825  0.19
H 1.74541 -5.93784 -3.00100  0.19
H -2.80865 4.32809 -5.73671  0.45
H -7.64861 -4.39576 0.36881  0.36
H 6.51755 0.99049 2.72460  0.38
H 1.96888 0.17929 -1.04807  -0.21
H 2.54128 -3.85997 -4.55563  0.23
H -0.47311 3.85870 8.15943  0.36
H 7.71692 0.71355 0.58145  0.37
H -0.08471 -1.50874 -0.98994  0.19
H 9.28237 -3.64149 -5.36540  0.41
H 0.56673 -2.62233 -3.14664  0.25
H 1.25095 2.31213 3.79020  0.46
H -4.89716 -0.34790 -0.31812  0.52
H -5.24146 -4.39616 0.98433  0.47
H 4.29253 2.19395 -1.52573  0.48
H 11.18247 -2.24066 -4.61984  0.39
H -13.08910 -2.22246 4.89697  0.37
H -12.71454 -3.47028 2.79663  0.37
H -12.18499 0.06287 5.15868  0.36
H -1.79212 -4.20510 -2.60922  0.06
H 1.96980 -3.38010 -2.28277  0.22
H 1.56358 -2.26494 -6.14394  0.56
H -2.00511 -4.21000 -5.52614  0.34
H 0.88892 -5.16374 -0.28771  -0.04
H 1.28055 -6.30420 -5.19993  0.25
H -1.94943 4.75048 9.90916  0.42
H 2.95712 -1.28613 -7.94894  0.37
H 6.61268 1.31906 -1.54522  0.39
H 0.66447 3.02818 -3.58434  0.39
H -0.27935 -7.05258 -4.86691  0.39
H 10.88890 0.06847 -8.21930  0.45
H -0.71889 3.78504 3.88138  0.43
H 1.46965 -2.04870 -0.28722  0.32
H 8.19841 -3.18432 -7.53457  0.63
H -2.00924 8.34215 12.24235  0.45
H -1.04524 -3.66536 -0.33378  0.21
H 2.37144 1.61155 5.89497  0.47
H -1.47075 -6.07053 -0.88005  -0.06
H -1.59516 4.56038 6.06138  0.38
H -11.44119 -2.41830 0.94653  0.43
H 11.99211 -0.39039 -6.04588  0.37
H 6.31581 -3.54432 -6.55507  0.44
H 0.18891 4.09649 10.96337  0.46
H -7.30651 -0.33302 -0.93891  0.42
H -2.97682 3.85646 -1.49132  0.45
H -0.43148 3.62147 -5.72270  0.37
H -8.67189 -2.35895 -0.59061  0.46


Record 2
2 unconnected molecules or ions with the total composition C8H7O3S at a distorted geometry. Source: the OMol25 dataset; level of theory: wB97M-V/def2-TZVPD.

Results
- energy relative to the best compared isomer or geometry (same formula, charge and spin) (kcal per mole) = 52.3
- DFT total energy (eV) = -25385.856
- E_LUMO (eV) = 3.39
- total charge = -1

Last column: natural (NBO) charge in e.
Atoms and positions in Å:
S 0.57230 -2.33487 -0.76396  0.53
O 2.77727 -1.67357 -0.49936  -0.77
O 0.77055 1.96058 -2.03974  -0.57
O 3.70034 -0.09552 0.81167  -0.73
C 0.29594 -0.73990 -0.11033  -0.24
C 1.37245 0.18136 0.14910  -0.09
C -1.14081 -2.67228 -0.60675  -0.47
C 2.77373 -0.60408 0.17636  0.76
C 1.56526 1.10209 -1.79891  0.43
C -1.85924 -1.59277 -0.12108  -0.28
C 1.05924 1.42889 0.88403  -0.65
C -1.03289 -0.57704 0.35893  -0.30
H -1.27771 0.31597 0.81490  0.21
H -1.47869 -3.60608 -1.19409  0.21
H 0.29951 1.83326 0.25937  0.22
H -2.94844 -1.66803 -0.02923  0.20
H 0.90503 1.33911 1.84354  0.21
H 2.39597 0.94897 -2.49510  0.11
H 1.94639 2.16092 0.87644  0.22


Record 3
C4H5N in the gas phase at a distorted geometry. Source: the OMol25 dataset; level of theory: wB97M-V/def2-TZVPD.

Results
- SMILES = N#CC1CC1
- energy relative to the best compared isomer or geometry (same formula, charge and spin) (kcal per mole) = 70.2
- DFT total energy (eV) = -5715.804
- E_LUMO (eV) = 0.92
- total charge = 0

Last column: natural (NBO) charge in e.
Atoms and positions in Å:
N -2.60799 0.04189 0.35373  -0.36
C 0.78953 -0.41428 0.65127  -0.40
C 0.41105 0.80019 -0.10734  -0.38
C -0.20784 -0.49103 -0.61852  -0.36
C -1.55851 -0.21427 -0.18377  0.27
H 1.81986 -0.73270 0.27304  0.22
H -0.03717 -1.18438 -1.52333  0.28
H 1.01411 1.08419 -0.89611  0.22
H 0.66225 -0.70182 1.75357  0.26
H -0.28529 1.81222 0.29744  0.26


Record 4
2 unconnected molecules or ions with the total composition C19H10F4NO6S at a distorted geometry. Source: the OMol25 dataset; level of theory: wB97M-V/def2-TZVPD.

Results
- energy relative to the best compared isomer or geometry (same formula, charge and spin) (kcal per mole) = 2.1
- DFT total energy (eV) = -55341.308
- E_LUMO (eV) = -0.74
- total charge = -1

Last column: natural (NBO) charge in e.
Atoms and positions in Å:
S 0.88770 -0.66578 4.70995  2.17
F 2.99164 2.52829 0.64129  -0.27
F 2.45813 3.07066 -1.99481  -0.28
F -1.51544 3.53639 1.76604  -0.28
F -2.05414 4.07404 -0.87185  -0.28
O 2.15621 -0.09969 5.11404  -0.96
O 3.68567 -3.87137 -1.58021  -0.46
O -0.06623 3.80680 -2.72058  -0.46
O 0.46078 -1.92504 5.27764  -0.97
O 4.74828 -4.65497 0.17532  -0.46
O 0.97873 2.69244 2.47327  -0.42
N 3.87939 -3.91771 -0.34350  0.49
C -2.60335 0.99347 5.97679  -0.25
C 3.28772 -3.13835 1.89928  -0.16
C -2.27258 2.34671 6.09370  -0.21
C 1.49934 3.17537 -1.05623  0.27
C 0.74750 2.98292 1.28805  0.35
C 0.71437 -0.64873 2.98950  -0.72
C 1.76067 2.90783 0.24360  0.30
C 2.51915 -2.35267 2.72410  -0.28
C -0.55945 3.42344 0.82115  0.33
C 0.17970 3.57980 -1.52915  0.39
C 3.08400 -3.10405 0.50016  -0.03
C -0.98256 2.78399 5.78396  -0.22
C -0.01979 1.86822 5.36069  -0.18
C 1.31939 -1.47028 0.75354  -0.26
C -1.64235 0.07288 5.55620  -0.13
C 1.49982 -1.47620 2.18743  0.01
C 2.09203 -2.26566 -0.06359  -0.18
C -0.82555 3.69253 -0.47715  0.25
C -0.35634 0.52147 5.24795  -0.32
H -0.04791 0.01262 2.58326  0.23
H -3.60717 0.64084 6.21485  0.21
H -1.87790 -0.98608 5.46238  0.23
H 1.95826 -2.26551 -1.14250  0.23
H 0.54003 -0.81667 0.35031  0.19
H 2.70628 -2.40801 3.79783  0.23
H -3.02040 3.06202 6.43002  0.21
H 0.98520 2.19641 5.10621  0.25
H -0.70615 3.83493 5.87173  0.21
H 4.05603 -3.79404 2.30418  0.23


Which of these has the highest total charge? C4H5N


DFT total energy of number 3 (C4H5N)? -5715.804 eV


Repeat the third record exactly.
C4H5N in the gas phase at a distorted geometry. Source: the OMol25 dataset; level of theory: wB97M-V/def2-TZVPD.

Results
- SMILES = N#CC1CC1
- energy relative to the best compared isomer or geometry (same formula, charge and spin) (kcal per mole) = 70.2
- DFT total energy (eV) = -5715.804
- E_LUMO (eV) = 0.92
- total charge = 0

Last column: natural (NBO) charge in e.
Atoms and positions in Å:
N -2.60799 0.04189 0.35373  -0.36
C 0.78953 -0.41428 0.65127  -0.40
C 0.41105 0.80019 -0.10734  -0.38
C -0.20784 -0.49103 -0.61852  -0.36
C -1.55851 -0.21427 -0.18377  0.27
H 1.81986 -0.73270 0.27304  0.22
H -0.03717 -1.18438 -1.52333  0.28
H 1.01411 1.08419 -0.89611  0.22
H 0.66225 -0.70182 1.75357  0.26
H -0.28529 1.81222 0.29744  0.26


Repeat the third record exactly.
C4H5N in the gas phase at a distorted geometry. Source: the OMol25 dataset; level of theory: wB97M-V/def2-TZVPD.

Results
- SMILES = N#CC1CC1
- energy relative to the best compared isomer or geometry (same formula, charge and spin) (kcal per mole) = 70.2
- DFT total energy (eV) = -5715.804
- E_LUMO (eV) = 0.92
- total charge = 0

Last column: natural (NBO) charge in e.
Atoms and positions in Å:
N -2.60799 0.04189 0.35373  -0.36
C 0.78953 -0.41428 0.65127  -0.40
C 0.41105 0.80019 -0.10734  -0.38
C -0.20784 -0.49103 -0.61852  -0.36
C -1.55851 -0.21427 -0.18377  0.27
H 1.81986 -0.73270 0.27304  0.22
H -0.03717 -1.18438 -1.52333  0.28
H 1.01411 1.08419 -0.89611  0.22
H 0.66225 -0.70182 1.75357  0.26
H -0.28529 1.81222 0.29744  0.26